No. 1
{"formula": "C42H46MgN10", "method": "ωB97M-V/def2-TZVPD", "elements": ["Mg", "C", "C", "N", "C", "C", "C", "C", "C", "C", "C", "C", "C", "N", "C", "H", "H", "H", "H", "H", "H", "H", "H", "C", "C", "C", "C", "C", "C", "N", "N", "C", "C", "C", "C", "C", "C", "H", "H", "H", "H", "H", "H", "H", "H", "H", "C", "N", "C", "C", "N", "C", "C", "N", "C", "C", "N", "C", "N", "C", "C", "C", "N", "C", "H", "H", "H", "H", "H", "H", "H", "H", "H", "H", "H", "H", "H", "H", "H", "H", "H", "H", "H", "H", "H", "H", "H", "H", "C", "C", "C", "C", "C", "C", "H", "H", "H", "H", "H"], "coordinates": [[-0.07866, -0.29201, 0.25736], [3.05694, 0.46386, -4.77604], [2.58566, 1.26716, -3.79098], [1.32722, 1.13041, -3.27909], [0.56824, 0.03735, -3.63863], [0.96754, -0.70487, -4.79279], [2.21916, -0.48247, -5.37250], [0.04830, -1.64748, -5.38897], [-1.22334, -1.65472, -5.02905], [-1.61918, -0.96643, -3.81090], [-3.00651, -0.95358, -3.46620], [-3.27028, -0.47431, -2.21592], [-2.27270, 0.05427, -1.37788], [-0.97060, 0.16024, -1.70129], [-0.70366, -0.25877, -3.01157], [3.99538, 0.76266, -5.25704], [3.21521, 2.03340, -3.33115], [2.56610, -1.00721, -6.26629], [0.49718, -2.24808, -6.16987], [-1.98058, -2.28036, -5.46590], [-3.75890, -1.31417, -4.17933], [-4.27061, -0.44897, -1.73821], [-2.55265, 0.35806, -0.39437], [5.20290, 1.98793, 2.55593], [5.16589, 2.11753, 1.18107], [4.09492, 1.66255, 0.41715], [2.97092, 1.14610, 1.11549], [3.07392, 0.91984, 2.50618], [4.19981, 1.32352, 3.22615], [1.80112, 0.94845, 0.41377], [1.77097, 1.15834, -0.88858], [1.19289, 2.34678, -1.23474], [0.73814, 3.36945, -0.41174], [-0.15567, 4.25821, -0.88704], [-0.70714, 4.08821, -2.12852], [-0.19649, 3.12835, -3.02975], [0.80628, 2.30859, -2.59062], [6.06227, 2.30310, 3.12767], [5.96828, 2.69924, 0.74117], [4.06228, 1.73253, -0.71823], [2.37358, 0.20871, 2.98652], [4.20069, 1.18472, 4.30021], [1.11509, 3.30429, 0.56788], [-0.45886, 5.13068, -0.32958], [-1.50763, 4.71803, -2.39011], [-0.56289, 3.03635, -4.06483], [-3.23269, 2.93644, 0.63338], [-2.43819, 3.13872, 1.83160], [-2.58112, 4.32900, 2.62780], [-1.59684, 4.09032, 3.77455], [-0.84761, 2.91527, 3.33889], [0.48335, 2.66719, 3.81301], [-1.44041, 2.32836, 2.25328], [-1.14356, 1.12855, 1.73699], [-1.00382, 0.10660, 2.78663], [-1.83715, -1.13787, 2.51650], [-1.46233, -1.71706, 1.21931], [-1.87072, -3.01980, 1.09339], [-2.64946, -3.79168, 1.91376], [-3.15123, -3.43523, 3.17250], [-2.91242, -5.11138, 1.41578], [-2.21420, -5.08614, 0.04558], [-1.52459, -3.75418, 0.00450], [-1.09803, -3.22619, -1.27512], [-4.12524, 2.39280, 0.89013], [-2.56348, 2.34009, -0.07668], [-3.48985, 3.90889, 0.21386], [-3.61501, 4.41370, 2.95930], [-2.22374, 5.18810, 2.10270], [-2.15498, 3.84283, 4.70671], [-0.88077, 4.91038, 3.96350], [1.13396, 3.60177, 3.81798], [0.97128, 1.83831, 3.20210], [0.31148, 2.20670, 4.78689], [-1.21368, 0.56360, 3.76135], [0.07908, -0.10458, 2.84943], [-2.92094, -0.87134, 2.49777], [-1.56230, -1.81431, 3.36735], [-3.65392, -2.46719, 3.15462], [-2.47717, -3.55463, 4.09075], [-3.94316, -4.12531, 3.37069], [-3.99432, -5.38669, 1.37124], [-2.51647, -5.89764, 2.11704], [-2.93709, -5.20027, -0.80713], [-1.54017, -5.93733, 0.01188], [-0.87450, -2.18574, -1.20096], [-1.89917, -3.30380, -2.02358], [-0.24024, -3.77053, -1.62985], [4.03850, -3.15715, -0.15096], [3.45364, -2.50871, -1.23442], [2.10875, -2.06420, -1.11185], [1.50311, -2.05444, 0.11716], [2.01614, -2.88936, 1.13230], [3.26930, -3.43304, 0.99905], [5.08563, -3.40078, -0.13499], [4.03173, -2.19694, -2.11134], [1.60255, -1.86075, -2.04363], [1.41929, -3.02619, 2.04948], [3.77225, -3.97265, 1.82089]], "forces_ev_per_angstrom": [[1.41, -0.41, 0.11], [0.59, 1.13, -0.52], [0.81, 0.04, 0.28], [-0.16, 1.08, -0.29], [-1.37, -0.33, -0.29], [0.23, 0.00, 0.14], [-0.30, -0.45, -0.03], [1.59, 0.37, -0.34], [-0.89, 0.12, 1.45], [-2.12, -0.16, -0.92], [1.87, -0.29, -0.19], [-1.57, 0.91, 1.71], [0.85, -0.62, -1.29], [-1.88, -0.28, -0.96], [2.08, 0.41, 0.12], [-0.18, -0.46, 0.48], [-0.46, -0.11, -0.21], [-0.39, 0.02, 0.34], [-0.42, -0.09, -0.21], [-0.08, -0.13, -0.37], [0.34, -0.03, 0.52], [0.51, -0.12, -0.78], [-0.04, 0.08, 0.63], [0.42, -0.23, 0.63], [-0.03, 0.47, -0.72], [0.10, 0.46, -0.35], [0.75, -0.10, -1.18], [0.02, -1.19, 0.18], [-1.37, -0.07, -0.46], [-0.62, -0.64, 2.33], [0.89, 1.77, 0.17], [-0.36, -2.81, -1.06], [1.40, -0.98, 0.34], [-0.78, 0.85, -0.11], [0.35, -0.39, -1.20], [-0.14, 0.17, -0.49], [-0.26, -0.62, 0.27], [0.15, 0.30, -0.11], [0.09, -0.35, -0.34], [-0.02, 0.00, 1.81], [0.07, 0.81, -0.32], [0.26, -0.16, -0.05], [0.22, 0.50, 1.31], [-0.21, -0.03, 0.44], [-0.74, 0.77, -0.70], [-0.01, 0.05, 0.62], [1.80, -0.86, -0.41], [0.08, -0.10, -0.58], [0.59, -0.34, 0.39], [0.03, -0.65, 0.97], [-0.74, 0.32, -0.91], [0.68, -1.19, -0.36], [0.56, -1.02, -0.65], [-1.26, 1.08, 0.31], [1.16, 0.95, 0.01], [0.57, 0.46, 0.32], [-1.58, -2.94, 0.73], [1.35, 2.66, -1.00], [0.62, 0.65, -0.43], [-0.77, 0.01, 2.36], [0.04, -1.09, 0.13], [-0.30, 0.35, -0.38], [-0.99, -1.39, 0.18], [-0.75, -0.44, -0.12], [-0.54, -0.34, -0.18], [-1.27, 1.02, 0.73], [0.10, -0.11, -0.13], [0.05, 0.36, 0.01], [-0.32, 0.85, -0.71], [0.49, 0.35, -0.32], [-0.56, -0.19, -0.08], [-0.86, -1.22, 0.10], [-0.63, 1.51, 0.51], [0.92, 0.40, 0.54], [-0.36, -0.43, 0.06], [-0.18, -0.84, 0.09], [0.75, 0.09, 0.41], [-0.54, 0.60, -0.72], [0.35, -0.27, 0.32], [-0.48, 0.35, -1.38], [-0.69, -0.61, 0.21], [0.50, 0.73, -0.17], [0.15, 0.69, -0.65], [0.59, 0.31, 0.68], [0.44, 0.21, -0.36], [0.38, 0.27, 0.21], [-0.10, -0.23, 0.16], [0.45, -0.04, -0.10], [-0.49, 0.31, 0.25], [-0.42, 0.27, 0.29], [2.21, -1.10, -0.32], [-2.56, 0.27, 0.40], [-0.36, 1.03, -0.08], [1.37, -0.37, 0.08], [0.27, -0.20, -0.18], [-0.13, -0.55, 0.12], [-0.17, 1.00, -0.09], [0.44, 0.07, -0.22], [-0.47, 0.10, -0.42]], "mulliken_charge": [3.42, -1.07, 0.03, 1.07, -0.85, 1.71, -0.89, -1.46, -0.75, 1.40, -1.42, -1.51, -0.24, 1.22, -0.47, 0.39, 0.37, 0.40, 0.41, 0.41, 0.40, 0.43, 0.56, -0.59, -0.54, -0.33, -0.16, 0.41, -0.71, -0.74, 0.39, 1.31, -0.85, -0.81, -0.99, -0.60, -1.23, 0.38, 0.38, 0.15, -0.04, 0.40, 0.70, 0.45, 0.48, 0.45, -0.72, 0.17, -0.61, -0.59, 0.33, -0.95, -0.69, 0.11, -1.78, -0.61, -0.09, -0.16, 0.21, -1.03, -0.75, -0.57, 0.41, -0.49, 0.26, 0.03, 0.46, 0.38, 0.40, 0.27, 0.30, 0.37, -0.13, 0.42, 0.69, 0.20, 0.31, 0.37, 0.39, 0.28, 0.41, 0.39, 0.36, 0.31, 0.31, -0.65, 0.43, 0.32, -0.68, -0.56, -0.01, 0.68, -0.66, -0.62, 0.37, 0.36, 0.03, 0.26, 0.29], "e_lumo_ev": [0.102, 0.088], "total_charge": 0, "total_energy_ha": -2375.5194, "multiplicity": 1}


No. 2
{"formula": "C13H18N3", "method": "ωB97M-V/def2-TZVPD", "elements": ["C", "C", "C", "C", "C", "C", "C", "C", "C", "C", "C", "C", "C", "N", "N", "N", "H", "H", "H", "H", "H", "H", "H", "H", "H", "H", "H", "H", "H", "H", "H", "H", "H", "H"], "coordinates": [[1.10660, -2.18607, -0.70427], [1.68197, -2.25036, 0.54206], [0.07999, -1.23179, -0.91178], [1.17513, -1.41529, 1.54162], [-0.40510, -0.45845, 0.08243], [0.20094, -0.43213, 1.37849], [0.83946, 2.51707, 0.81672], [-0.49286, 2.49347, 0.55594], [1.90625, 1.76119, 0.26510], [-1.49763, 1.79244, -0.14506], [1.80081, 0.92757, -0.84832], [-1.52909, 0.41322, -0.25453], [-2.95538, -1.69726, -0.69857], [-0.19161, 0.38618, 2.37312], [2.92825, 0.44881, -1.48465], [-2.58485, -0.26262, -1.00651], [1.38315, -2.89623, -1.44857], [2.46941, -2.96670, 0.73173], [-0.43730, -1.11874, -1.91752], [1.61495, -1.45760, 2.51589], [1.27826, 3.18971, 1.50375], [-0.97306, 3.44326, 0.97797], [2.84466, 1.95595, 0.76217], [-2.37457, 2.44129, -0.50355], [0.94289, 0.99923, -1.38638], [-3.64079, -1.81586, 0.11049], [-3.35716, -2.14448, -1.53116], [-1.98328, -2.09735, -0.54876], [0.32286, 0.24681, 3.29814], [-0.86759, 1.02731, 2.45326], [2.69080, 0.09255, -2.39352], [3.74945, 0.32213, -0.83847], [-3.39142, 0.38070, -1.27669], [-2.33409, -0.40798, -2.01062]], "forces_ev_per_angstrom": [[-0.95, 0.80, -0.29], [-0.85, 0.51, 0.21], [0.34, -2.37, -1.84], [0.91, 0.46, 0.60], [-0.54, 1.35, 1.57], [-0.81, -1.35, -1.81], [4.21, -2.07, -0.58], [-3.72, 3.20, -0.35], [-1.82, 0.62, 0.59], [-0.79, 0.61, -0.23], [3.82, 1.18, 0.68], [0.24, -0.04, 0.21], [0.76, 1.50, 1.57], [4.28, -3.34, 3.49], [-1.07, 0.70, 2.17], [-1.96, 0.83, -3.19], [0.22, -0.12, -0.66], [-0.06, 0.05, 0.25], [1.03, -0.45, 1.08], [0.32, -0.20, 0.55], [-0.52, 0.93, 0.88], [0.64, -1.10, -0.65], [0.42, -0.23, -0.27], [1.12, -1.22, 0.88], [-2.16, -0.07, -1.61], [-0.09, 0.25, 0.79], [-1.04, -0.72, -2.16], [0.37, -0.96, 0.68], [-1.07, 0.26, -1.98], [-3.06, 2.45, -0.58], [1.27, -0.66, 0.01], [-1.00, -0.26, -1.99], [0.74, -0.78, 1.58], [0.83, 0.26, 0.42]], "mulliken_charge": [-1.06, -0.93, 0.47, -0.79, 0.90, 0.58, -0.48, -0.64, -0.32, -0.86, -0.57, -0.07, -0.72, -0.29, -0.37, -0.19, 0.47, 0.47, 0.10, 0.36, 0.38, 0.20, 0.33, 0.22, 0.90, 0.32, 0.42, 0.32, 0.25, 0.13, 0.30, 0.29, 0.45, 0.43], "e_lumo_ev": [-2.853, -4.925], "total_charge": 1, "total_energy_ha": -669.9920, "multiplicity": 3}


No. 3
{"formula": "C4H5HgO2", "method": "ωB97M-V/def2-TZVPD", "elements": ["O", "C", "C", "C", "C", "O", "Hg", "H", "H", "H", "H", "H"], "coordinates": [[0.13174, -2.61159, -1.10484], [-0.24648, -1.34343, -1.27016], [-0.80730, -0.88205, -0.07252], [-0.49195, 0.48474, 0.39226], [0.77895, 0.94062, 0.56419], [1.14428, 2.14011, 0.90888], [0.74813, 4.42979, 1.36611], [0.50928, -0.72911, -1.77909], [-1.83862, -1.22369, 0.09545], [-1.32260, 1.18660, 0.52990], [1.59898, 0.22748, 0.34538], [-0.20440, -2.61948, 0.02443]], "forces_ev_per_angstrom": [[-1.58, -1.48, 3.05], [2.89, 0.36, 3.48], [-1.31, 4.22, -0.79], [-3.42, -1.52, -0.92], [3.76, 3.07, 0.32], [-1.14, -4.58, -1.01], [-0.28, 1.55, 0.28], [-0.76, -0.21, -0.95], [0.45, -0.26, 0.42], [0.29, -0.29, 0.63], [-0.20, 0.12, 0.16], [1.30, -0.98, -4.67]], "mulliken_charge": [-0.44, 0.06, -0.76, -0.04, -0.24, -0.44, 0.00, 0.32, 0.38, 0.31, 0.40, 0.46], "e_lumo_ev": [-1.229, -2.400], "total_charge": 0, "total_energy_ha": -459.1259, "multiplicity": 2}